DFT (ωB97M-V/def2-TZVPD) results for the molecule C2H2Cl2 in a non-equilibrium geometry.

Bonds (Å) are listed after each position.
Cartesian coordinates (Å):
1 Cl 1.666 -1.339 0.000  C4 1.730
2 H 0.643 1.296 -0.411  C6 1.005
3 Cl -1.607 1.392 -0.133  C6 1.715
4 C 0.074 -0.682 0.158  Cl1 1.730, H5 1.064, C6 1.361
5 H -0.713 -1.311 0.503  C4 1.064
6 C -0.063 0.644 -0.117  H2 1.005, Cl3 1.715, C4 1.361

Properties
F_max   5.0 eV Å⁻¹
SMILES string   Cl/C=C/Cl
ΔE to the lowest compared entry with this formula, charge and spin   21.6 kJ/mol
Electronic energy   -997.757540 hartree

Computed Mulliken charges, given in elementary charges:
1. Cl -0.167
2. H 0.422
3. Cl -0.168
4. C -0.202
5. H 0.374
6. C -0.258